Computed, not measured: a molecular structure, C13H16Cl2N2O7Ta, with ωB97M-V/def2-TZVPD.

Its LUMO energy is -11.50 eV. The calculation puts the max |F| at 0.30 eV/Å. Its net charge is +3. The value obtained for the frontier orbital gap is 6.6 eV.

Positions of all 41 atoms, in Å:
Ta: -0.66 -0.39 0.00
C: -0.22 3.07 -2.08
C: -0.83 2.70 -0.74
C: -0.89 3.83 0.26
O: 0.04 1.56 -0.13
C: -2.18 2.02 -0.91
O: -3.20 2.54 -1.13
O: -2.06 0.62 -0.77
H: 0.77 3.50 -1.95
H: -0.86 3.83 -2.54
H: -0.18 2.21 -2.75
H: 0.08 4.30 0.38
H: -1.26 3.50 1.23
H: -1.58 4.58 -0.12
H: 0.91 1.89 0.13
C: -2.06 -0.21 4.58
O: -2.64 -1.13 3.56
C: -2.22 -1.19 2.38
O: -1.24 -0.49 1.91
N: -2.81 -2.04 1.54
N: -2.26 -2.10 0.24
H: -2.46 -0.58 5.52
H: -2.41 0.79 4.36
H: -0.98 -0.30 4.54
H: -3.55 -2.67 1.83
H: -3.00 -1.92 -0.45
H: -1.90 -3.04 0.07
Cl: 5.67 -2.85 -2.85
C: 4.35 -2.26 -1.97
C: 4.56 -1.69 -0.70
C: 3.51 -1.18 0.08
Cl: 3.81 -0.51 1.61
C: 2.23 -1.24 -0.43
O: 1.16 -0.81 0.28
C: 1.99 -1.81 -1.71
C: 0.70 -1.92 -2.22
O: -0.38 -1.48 -1.64
C: 3.07 -2.32 -2.48
H: 5.57 -1.65 -0.30
H: 0.52 -2.40 -3.18
H: 2.89 -2.76 -3.45

Atom charges from the Löwdin analysis, given in e for atoms 1 to 6:
1 Ta 2.00
2 C 0.04
3 C -0.40
4 C 0.04
5 O -0.14
6 C -0.43

Computed, not measured: C5H6O in the gas phase, with ωB97M-V/def2-TZVPD.

Its LUMO energy is 0.90 eV. The calculation puts the max |F| at 0.53 eV/Å. The value obtained for the frontier orbital gap is 10.6 eV. Its structure (SMILES) is C=C=CCC=O.

Positions of all 12 atoms, in Å:
C: -0.46 -2.61 0.39
C: -0.12 -1.35 0.33
C: 0.28 -0.11 0.40
C: 0.41 0.91 -0.71
C: -0.15 2.21 -0.19
O: 0.53 3.15 0.14
H: 0.28 -3.39 0.26
H: -1.48 -2.92 0.61
H: 0.60 0.23 1.38
H: -0.11 0.59 -1.62
H: 1.47 1.07 -0.94
H: -1.25 2.23 -0.06

Atom charges from the Löwdin analysis, given in e for atoms 1 to 6:
1 C 0.01
2 C -0.10
3 C -0.12
4 C -0.16
5 C -0.28
6 O 0.05

Computed, not measured: 2 unconnected molecules or ions with the total composition C2H5BrN2, with ωB97M-V/def2-TZVPD.

Its LUMO energy is 0.58 eV. The calculation puts the max |F| at 5.32 eV/Å. The value obtained for the frontier orbital gap is 9.3 eV.

Positions of all 10 atoms, in Å:
C: -1.44 0.88 0.14
C: 2.05 -0.22 0.09
N: -3.30 -0.46 -0.06
N: -2.31 0.20 -0.23
Br: 4.04 -0.03 -0.05
H: -0.85 1.73 0.35
H: 1.48 0.64 -0.13
H: 1.69 -1.00 -0.68
H: 1.93 -0.47 1.22
H: -3.29 -1.27 -0.66

Atom charges from the Löwdin analysis, given in e for atoms 1 to 6:
1 C 0.11
2 C -0.53
3 N 0.04
4 N -0.25
5 Br 0.47
6 H 0.05

Computed, not measured: a molecular structure, C45H55BrN7OSTeZr, with ωB97M-V/def2-TZVPD.

Its LUMO energy is -3.43 eV. The calculation puts the max |F| at 0.88 eV/Å. Its net charge is +1. The value obtained for the frontier orbital gap is 5.8 eV.

Positions of all 112 atoms, in Å:
Zr: 0.03 0.58 0.38
C: -5.46 -1.94 1.99
C: -4.31 -2.95 1.97
C: -2.97 -2.28 2.08
C: -2.18 -2.15 3.18
C: -2.39 -2.73 4.54
C: -1.68 -4.08 4.70
C: -1.02 -1.40 2.76
N: -1.12 -1.05 1.43
C: -2.29 -1.62 1.00
C: -2.73 -1.62 -0.31
C: -2.00 -1.19 -1.40
C: -2.41 -1.34 -2.77
C: -3.72 -1.98 -3.12
C: -4.12 -2.05 -4.59
C: -1.38 -0.85 -3.53
C: -0.35 -0.43 -2.62
C: 0.90 0.00 -3.00
C: 1.97 0.27 -2.17
N: 1.95 0.23 -0.81
C: 3.19 0.63 -0.40
C: 3.58 0.78 0.91
C: 2.81 0.44 2.01
N: 1.51 0.00 1.95
C: 1.23 -0.47 3.21
C: 0.05 -1.11 3.58
C: 2.35 -0.27 4.09
C: 3.33 0.32 3.35
C: 4.72 0.69 3.77
C: 5.71 -0.46 3.60
C: 2.40 -0.71 5.52
C: 2.65 -2.21 5.68
C: 4.04 0.87 -1.54
C: 3.28 0.65 -2.64
C: 3.70 0.71 -4.08
C: 4.00 -0.68 -4.65
C: 5.47 1.31 -1.47
C: 5.61 2.82 -1.23
N: -0.75 -0.62 -1.31
C: -1.20 -0.81 -5.02
C: -0.47 -2.04 -5.56
H: -6.42 -2.44 1.88
H: -5.35 -1.20 1.19
H: -5.47 -1.39 2.94
H: -4.35 -3.54 1.06
H: -4.42 -3.66 2.79
H: -3.46 -2.85 4.72
H: -2.03 -2.04 5.30
H: -2.07 -4.81 3.98
H: -1.84 -4.49 5.70
H: -0.61 -3.99 4.53
H: -3.69 -2.08 -0.51
H: -4.51 -1.45 -2.57
H: -3.71 -2.99 -2.71
H: -4.23 -1.05 -5.02
H: -5.09 -2.55 -4.67
H: -3.40 -2.61 -5.18
H: 1.08 0.09 -4.06
H: 4.60 1.10 1.10
H: -0.01 -1.45 4.60
H: 4.70 1.00 4.82
H: 5.06 1.56 3.21
H: 5.45 -1.30 4.24
H: 6.72 -0.15 3.86
H: 5.72 -0.82 2.57
H: 1.48 -0.43 6.03
H: 3.20 -0.16 6.03
H: 1.86 -2.80 5.20
H: 2.69 -2.49 6.73
H: 3.59 -2.50 5.21
H: 4.58 1.34 -4.17
H: 2.92 1.19 -4.68
H: 4.82 -1.15 -4.10
H: 4.29 -0.62 -5.70
H: 3.14 -1.34 -4.57
H: 5.97 1.05 -2.40
H: 5.99 0.76 -0.68
H: 5.16 3.38 -2.05
H: 6.66 3.11 -1.16
H: 5.12 3.12 -0.30
H: -0.64 0.09 -5.29
H: -2.17 -0.71 -5.51
H: 0.51 -2.15 -5.09
H: -0.33 -1.97 -6.64
H: -1.03 -2.95 -5.35
O: -0.35 6.41 0.59
C: 0.03 5.17 0.23
C: 1.27 4.91 -0.36
C: 1.58 3.61 -0.68
N: 0.70 2.62 -0.46
C: -0.49 2.84 0.11
Br: -3.92 1.69 0.34
C: -0.85 4.13 0.48
H: 0.33 7.06 0.37
H: 1.98 5.71 -0.54
H: 2.53 3.34 -1.13
H: -1.81 4.34 0.94
Te: -2.89 2.33 -1.85
C: -4.54 1.71 -3.01
C: -5.75 1.20 -2.65
C: -6.59 0.94 -3.78
C: -6.01 1.27 -4.96
S: -4.43 1.89 -4.72
H: -6.05 1.02 -1.62
H: -7.59 0.54 -3.70
H: -6.41 1.19 -5.96
N: -0.78 1.62 2.51
N: 0.14 2.47 3.21
H: -1.64 2.10 2.26
H: -1.02 0.86 3.14
H: -0.34 2.98 3.94
H: 0.49 3.16 2.55

Atom charges from the Löwdin analysis, given in e for atoms 1 to 6:
1 Zr 1.80
2 C -0.08
3 C -0.18
4 C -0.12
5 C -0.12
6 C -0.19

Computed, not measured: a molecular structure, CH8N3O3P, with ωB97M-V/def2-TZVPD.

Its LUMO energy is 0.43 eV. The calculation puts the max |F| at 4.27 eV/Å. The value obtained for the frontier orbital gap is 9.8 eV.

Positions of all 16 atoms, in Å:
C: 1.95 -1.15 0.44
N: -0.07 2.58 0.22
N: -2.52 -0.82 0.04
N: -0.58 1.30 0.46
O: 0.00 -0.12 -1.70
O: 2.10 -1.96 -0.66
O: -1.16 -1.18 0.27
P: -0.02 -0.11 -0.20
H: 1.80 -1.80 1.44
H: 2.59 -0.28 0.39
H: 0.96 2.46 0.23
H: -0.43 3.01 -0.57
H: -2.52 -0.90 -0.95
H: -2.47 0.13 0.34
H: -0.87 1.11 1.36
H: 1.24 -2.28 -1.12

Atom charges from the Löwdin analysis, given in e for atoms 1 to 6:
1 C -0.19
2 N 0.00
3 N 0.04
4 N -0.25
5 O -0.35
6 O -0.16

Computed, not measured: C32H40N4O3 in the gas phase, with ωB97M-V/def2-TZVPD.

Its LUMO energy is 0.72 eV. The calculation puts the max |F| at 0.59 eV/Å. The value obtained for the frontier orbital gap is 9.0 eV. Its structure (SMILES) is CCN1/C(=N/Cc2ccc(OC)cc2)N[C@@H](CCc2ccccc2)[C@H](C(=O)NCc2ccc(OC)cc2)[C@H]1C.

Positions of all 79 atoms, in Å:
C: -0.75 3.94 -1.91
H: -0.02 3.26 -2.33
H: -0.92 4.76 -2.61
C: -0.22 4.50 -0.59
N: 0.05 3.42 0.35
C: 1.26 2.76 0.19
N: 1.97 3.00 -0.84
C: 3.24 2.33 -1.06
C: 3.12 0.84 -1.22
C: 2.41 0.30 -2.28
C: 2.28 -1.07 -2.46
C: 2.86 -1.94 -1.54
C: 3.59 -1.41 -0.48
C: 3.72 -0.05 -0.33
H: 4.32 0.34 0.49
H: 4.05 -2.09 0.22
O: 2.80 -3.30 -1.60
C: 2.05 -3.90 -2.63
H: 0.99 -3.63 -2.58
H: 2.15 -4.97 -2.48
H: 2.44 -3.64 -3.62
H: 1.75 -1.44 -3.32
H: 1.94 0.97 -2.99
H: 3.94 2.56 -0.25
H: 3.63 2.76 -1.99
N: 1.58 1.91 1.22
H: 2.36 1.30 1.00
C: 0.53 1.21 1.95
C: 1.15 0.48 3.14
H: 1.39 1.19 3.93
H: 2.09 0.03 2.81
C: 0.23 -0.62 3.67
C: -0.03 -1.68 2.63
C: -1.33 -1.95 2.20
C: -1.57 -2.92 1.25
C: -0.52 -3.63 0.70
C: 0.77 -3.38 1.12
C: 1.01 -2.42 2.08
H: 2.02 -2.24 2.41
H: 1.60 -3.93 0.69
H: -0.71 -4.39 -0.05
H: -2.59 -3.12 0.94
H: -2.15 -1.38 2.62
H: -0.72 -0.18 3.98
H: 0.70 -1.08 4.54
C: -0.57 2.21 2.38
C: -1.93 1.60 2.02
O: -2.64 1.07 2.85
N: -2.24 1.71 0.72
H: -1.56 2.16 0.11
C: -3.34 1.01 0.11
C: -2.89 -0.20 -0.69
C: -3.81 -1.19 -1.00
C: -3.44 -2.32 -1.72
C: -2.12 -2.47 -2.13
C: -1.20 -1.47 -1.84
C: -1.58 -0.34 -1.13
H: -0.84 0.41 -0.93
H: -0.18 -1.58 -2.15
O: -1.62 -3.54 -2.82
C: -2.50 -4.61 -3.11
H: -1.89 -5.35 -3.64
H: -2.91 -5.05 -2.20
H: -3.32 -4.29 -3.76
H: -4.18 -3.07 -1.93
H: -4.83 -1.10 -0.67
H: -3.89 1.70 -0.54
H: -4.00 0.69 0.92
H: -0.55 2.33 3.47
C: -0.37 3.59 1.73
C: 0.60 4.45 2.54
H: 0.76 5.40 2.04
H: 1.56 3.94 2.64
H: 0.20 4.64 3.53
H: -1.34 4.10 1.71
H: 0.08 0.45 1.29
H: -0.96 5.16 -0.14
H: 0.70 5.05 -0.79
H: -1.69 3.42 -1.77

Atom charges from the Löwdin analysis, given in e for atoms 1 to 6:
1 C -0.07
2 H 0.06
3 H 0.07
4 C -0.22
5 N -0.07
6 C -0.39

Computed, not measured: a molecular structure, C20H56BBa2N4O8, with ωB97M-V/def2-TZVPD.

Its LUMO energy is 0.97 eV. The calculation puts the max |F| at 4.15 eV/Å. Its net charge is -1. The value obtained for the frontier orbital gap is 2.0 eV.

Positions of all 91 atoms, in Å:
Ba: 1.55 1.68 1.48
Ba: -1.08 -2.05 0.96
O: 0.51 -0.43 3.17
C: -0.57 -0.09 4.07
C: -2.03 0.19 3.49
O: -2.87 -0.77 2.84
H: -0.23 0.78 4.63
H: -0.63 -0.89 4.81
H: -1.85 0.99 2.76
H: -2.65 0.81 4.14
O: 5.69 4.22 -2.04
C: 4.31 3.99 -1.86
C: 3.67 3.37 -0.43
O: 4.35 2.29 0.30
H: 3.84 3.47 -2.70
H: 4.00 5.01 -2.06
H: 2.69 2.94 -0.62
H: 3.41 4.21 0.22
B: 0.32 -0.02 -0.35
H: 0.81 0.66 -1.03
H: -0.38 0.47 0.30
H: -0.12 -0.85 -0.88
H: 1.08 -0.42 0.30
C: -5.11 -0.24 -1.25
C: -3.66 -0.61 -1.68
C: -3.02 0.31 -2.65
O: -2.87 1.65 -2.12
C: -2.33 2.59 -3.14
N: -2.83 -0.45 -0.51
H: -5.80 -0.17 -2.10
H: -5.07 0.73 -0.75
H: -5.63 -0.95 -0.60
H: -3.71 -1.65 -1.97
H: -3.64 0.37 -3.54
H: -2.01 -0.08 -2.83
H: -2.67 2.41 -4.16
H: -1.26 2.37 -3.13
H: -2.55 3.62 -2.87
H: -3.37 0.00 0.21
H: -2.14 0.22 -0.83
C: -3.72 -6.16 0.32
C: -2.63 -5.04 0.30
C: -2.11 -4.82 -1.15
O: -1.25 -3.65 -1.13
C: -0.60 -3.39 -2.34
N: -3.36 -3.87 0.83
H: -3.11 -7.05 0.12
H: -4.45 -5.92 -0.45
H: -4.20 -6.33 1.28
H: -1.88 -5.36 1.02
H: -2.85 -4.56 -1.91
H: -1.62 -5.75 -1.43
H: -1.04 -3.80 -3.25
H: 0.46 -3.60 -2.21
H: -0.62 -2.32 -2.55
H: -4.08 -3.69 0.14
H: -3.80 -4.13 1.70
C: 5.41 -3.90 0.26
C: 5.30 -2.37 0.07
C: 3.88 -1.97 -0.27
O: 3.89 -0.58 -0.45
C: 3.71 -0.19 -1.77
N: 5.84 -1.71 1.32
H: 5.02 -4.25 1.21
H: 6.40 -4.33 0.18
H: 4.93 -4.39 -0.59
H: 5.90 -2.14 -0.81
H: 3.17 -2.16 0.53
H: 3.49 -2.50 -1.14
H: 4.35 -0.72 -2.47
H: 3.85 0.89 -1.82
H: 2.74 -0.22 -2.25
H: 5.23 -2.15 1.99
H: 6.72 -2.13 1.58
C: -1.32 5.13 3.32
C: -0.66 4.04 2.51
C: -0.34 4.56 1.07
O: 0.19 3.52 0.30
C: 0.32 3.95 -1.07
N: 0.55 3.70 3.29
H: -1.47 4.66 4.29
H: -2.28 5.35 2.85
H: -0.75 6.07 3.33
H: -1.36 3.21 2.45
H: 0.39 5.37 1.13
H: -1.23 5.11 0.77
H: 1.18 4.60 -1.24
H: -0.54 4.48 -1.46
H: 0.63 3.02 -1.55
H: 0.32 3.44 4.24
H: 1.24 4.44 3.33

Atom charges from the Löwdin analysis, given in e for atoms 1 to 6:
1 Ba 1.92
2 Ba 1.91
3 O -0.56
4 C -0.41
5 C -0.43
6 O -0.51

Computed, not measured: 3 unconnected molecules or ions with the total composition C5H16NO2, with ωB97M-V/def2-TZVPD.

Its LUMO energy is -2.85 eV. The calculation puts the max |F| at 0.79 eV/Å. Its net charge is +1. The value obtained for the frontier orbital gap is 10.2 eV.

Positions of all 24 atoms, in Å:
C: -1.31 -0.81 -1.78
C: -0.28 0.26 -1.41
C: 0.74 -0.19 -0.37
C: 1.63 -1.28 -0.91
C: 2.93 -1.10 -1.12
N: -1.03 1.44 -0.85
H: -1.83 -1.14 -0.88
H: -2.02 -0.44 -2.52
H: -0.81 -1.67 -2.22
H: 0.24 0.60 -2.30
H: 0.23 -0.54 0.54
H: 1.35 0.66 -0.05
H: 1.20 -2.25 -1.12
H: 3.54 -1.91 -1.49
H: 3.42 -0.16 -0.91
H: -0.39 2.22 -0.70
H: -1.46 1.21 0.08
H: -1.76 1.78 -1.47
H: -2.75 0.90 2.14
H: -1.22 0.66 2.34
O: -1.92 0.87 1.67
H: 0.24 -0.63 3.83
H: 0.61 0.90 3.88
O: 0.21 0.20 3.33

Atom charges from the Löwdin analysis, given in e for atoms 1 to 6:
1 C -0.03
2 C -0.34
3 C -0.18
4 C -0.18
5 C 0.04
6 N 0.20

Computed, not measured: 11 unconnected molecules or ions with the total composition C6H34N2O10, with ωB97M-V/def2-TZVPD.

Its spin multiplicity is 2. Its LUMO energy (spin up / spin down) is -3.17 / -8.63 eV. The calculation puts the max |F| at 4.84 eV/Å. Its net charge is +1. The value obtained for the frontier orbital gap (spin up / spin down) is 9.2 / 3.8 eV.

Positions of all 52 atoms, in Å:
C: -1.32 -1.85 2.37
N: -1.84 -1.29 1.11
C: -2.55 -2.41 0.37
C: -1.42 -3.05 -0.57
C: -0.22 -2.09 -0.54
C: -0.70 -0.84 0.23
C: -1.00 0.45 -0.51
N: -1.93 0.27 -1.65
H: -2.06 -2.12 3.16
H: -0.68 -1.12 2.90
H: -0.76 -2.76 2.17
H: -3.35 -2.00 -0.24
H: -2.74 -3.26 1.02
H: -1.79 -3.00 -1.62
H: -1.32 -4.09 -0.27
H: 0.73 -2.53 -0.19
H: 0.08 -1.76 -1.54
H: 0.16 -0.70 0.96
H: -0.12 0.92 -1.00
H: -1.35 1.19 0.19
H: -2.43 -0.60 -1.55
H: -2.50 1.09 -1.79
H: 4.01 1.36 -1.79
H: 2.49 1.55 -1.41
O: 3.38 1.49 -1.07
H: 2.69 -1.29 -0.26
H: 3.82 -0.60 0.59
O: 3.37 -1.44 0.39
H: -0.17 1.90 -4.13
H: -1.38 1.12 -3.28
O: -0.85 1.91 -3.44
H: -3.24 0.23 0.62
H: -3.99 0.72 1.90
O: -3.80 0.93 0.98
H: -0.28 3.09 0.80
H: 0.87 4.07 1.15
O: 0.68 3.20 0.75
H: 3.44 3.32 -0.72
H: 1.90 3.70 -0.36
O: 2.72 3.94 -0.84
H: 2.32 0.88 2.03
H: 3.28 1.62 1.20
O: 3.28 0.84 1.85
H: 0.89 0.78 -2.86
H: 2.00 0.49 -3.86
O: 1.71 0.28 -2.96
H: -2.67 2.93 2.44
H: -2.41 1.84 1.47
O: -1.92 2.55 1.95
H: 1.55 -3.34 2.17
H: 2.94 -2.86 1.66
O: 2.45 -3.62 2.01

Atom charges from the Löwdin analysis, given in e for atoms 1 to 6:
1 C 0.01
2 N 0.05
3 C -0.07
4 C -0.09
5 C -0.10
6 C -0.23

Computed, not measured: 5 unconnected molecules or ions with the total composition C14H34Cl4O6, with ωB97M-V/def2-TZVPD.

Its LUMO energy is 0.67 eV. The calculation puts the max |F| at 2.78 eV/Å. The value obtained for the frontier orbital gap is 10.2 eV. Its structure (SMILES) is COCCOC.COCCOC.COCCOC.ClCCl.ClCCl.

Positions of all 58 atoms, in Å:
C: 2.82 4.18 2.60
O: 2.70 2.86 3.03
C: 1.70 2.56 3.93
C: 1.76 1.07 4.25
O: 1.40 0.35 3.12
C: 1.26 -1.03 3.35
H: 3.47 4.26 1.74
H: 3.28 4.82 3.38
H: 1.84 4.65 2.29
H: 0.70 2.84 3.59
H: 1.79 3.12 4.86
H: 1.14 0.85 5.15
H: 2.77 0.93 4.54
H: 0.31 -1.22 3.82
H: 2.09 -1.50 4.00
H: 1.26 -1.60 2.41
C: 2.91 -3.21 -1.28
O: 2.13 -2.11 -1.71
C: 2.19 -0.92 -0.88
C: 1.47 0.22 -1.46
O: 2.27 0.66 -2.55
C: 1.54 1.65 -3.25
H: 4.00 -3.10 -1.33
H: 2.59 -4.08 -1.85
H: 2.67 -3.53 -0.25
H: 3.21 -0.62 -0.87
H: 1.94 -1.23 0.15
H: 1.39 1.07 -0.72
H: 0.51 -0.10 -1.86
H: 0.66 1.22 -3.81
H: 2.25 2.07 -3.95
H: 1.22 2.49 -2.62
C: -2.12 0.05 -3.47
O: -1.60 -0.64 -2.30
C: -1.82 -2.01 -2.53
C: -1.26 -2.82 -1.33
O: -2.03 -2.48 -0.24
C: -1.79 -3.24 0.90
H: -1.40 -0.10 -4.31
H: -2.31 1.07 -3.22
H: -3.10 -0.35 -3.73
H: -1.40 -2.41 -3.47
H: -2.94 -2.19 -2.59
H: -0.18 -2.68 -1.02
H: -1.38 -3.91 -1.60
H: -2.42 -2.85 1.74
H: -0.72 -3.17 1.19
H: -2.06 -4.31 0.74
C: -5.09 2.35 -1.38
Cl: -3.89 3.03 -2.37
Cl: -5.86 0.96 -2.12
H: -4.70 2.03 -0.37
H: -5.81 3.15 -1.15
C: -1.77 0.43 0.89
Cl: -1.95 2.13 0.36
Cl: -2.86 0.22 2.31
H: -2.05 -0.17 0.05
H: -0.75 0.30 1.22

Atom charges from the Löwdin analysis, given in e for atoms 1 to 6:
1 C -0.12
2 O -0.17
3 C -0.23
4 C -0.23
5 O -0.18
6 C -0.12